The following is a quantum chemistry calculation of 2 unconnected molecules or ions with the total composition C9H19N2O3S, from the Open Molecules 2025 dataset.

The geometry in XYZ format:
```
34
Properties=species:S:1:pos:R:3:forces:R:3:nbo_charge:R:1
C -1.7089 -3.1200 1.8233 -0.022 1.548 0.306 -0.68
C -0.1022 -3.4394 1.7353 -0.498 -1.327 1.618 -0.10
O 0.4389 -3.5460 0.3710 -0.141 3.139 -0.353 -0.52
C 0.4534 -2.2531 -0.3302 -3.402 -2.133 -1.192 0.03
N 1.8074 -1.5856 -0.4225 0.948 -1.431 0.503 -0.60
C 2.7542 -1.8890 0.7175 2.709 0.165 1.907 -0.50
S 1.5302 0.1520 -0.5154 2.009 9.001 -6.526 1.99
C 0.8073 0.8938 1.0583 -2.139 -0.634 1.650 -0.84
O 0.5777 0.4447 -1.7264 2.668 -2.682 4.933 -0.84
O 2.8720 0.9266 -0.8107 -4.598 -4.239 2.160 -0.80
H -2.2152 -3.6593 2.7575 1.260 1.055 -2.256 0.27
H -2.3036 -3.3266 0.8245 1.413 0.061 2.108 0.25
H -1.8234 -1.9495 2.0281 0.057 -2.469 -0.417 0.20
H 0.0487 -4.5120 2.2351 -0.047 2.381 -1.379 0.24
H 0.5721 -2.6891 2.3290 -1.509 -1.250 -0.902 0.17
H -0.3118 -1.4617 0.0691 1.416 -1.659 -0.370 0.23
H 0.1218 -2.4838 -1.4536 0.827 0.611 2.525 0.27
H 2.2597 -1.8752 -1.3301 -0.355 0.605 0.804 0.49
H 2.9400 -3.0339 0.9141 -0.984 2.312 -0.654 0.30
H 2.3783 -1.3380 1.6809 0.615 -1.333 -1.890 0.24
H 3.8305 -1.4296 0.4832 -2.573 -0.827 0.216 0.29
H -0.3309 1.1640 0.8195 2.565 -0.689 0.133 0.30
H 1.3598 1.8815 1.3556 -0.526 -2.186 -0.950 0.34
H 0.7430 0.1001 1.9461 0.438 1.798 -1.929 0.27
N -1.1965 2.7663 -1.5511 -0.095 -0.069 0.031 -0.52
C -1.4651 3.6236 -0.5159 -0.034 0.144 -0.048 -0.11
C -2.0268 4.7649 -1.0433 0.071 -0.090 0.398 -0.28
C -2.1052 4.5872 -2.4453 0.071 -0.253 -0.254 -0.30
C -1.5883 3.3433 -2.7310 -0.013 0.062 -0.022 -0.07
H -0.7758 1.8508 -1.4587 -0.169 0.414 -0.262 0.41
H -1.2326 3.3496 0.5044 -0.076 0.144 -0.080 0.18
H -2.3468 5.6313 -0.4792 0.058 -0.157 -0.096 0.23
H -2.4971 5.2906 -3.1686 0.078 -0.138 0.134 0.23
H -1.4649 2.8214 -3.6705 -0.022 0.125 0.155 0.22
```
Positions in Å, forces in eV/Å.

* Kohn-Sham gap: 5.68 eV
* 2S+1: 1
* HOMO: -10.32 eV
* strongest force on any atom: 11.3 eV/Å
* LUMO level: -0.17041 Ha
* relative energy (zero: lowest compared OMol25 entry of this formula, charge and spin): 96.6 kcal per mole
* charge: +1